The following is a DFT calculation (ωB97M-V with the def2-TZVPD basis set) of a molecular structure, C4H10N2OS2.

Each line ends with the natural charge from an NBO analysis.
Atoms and positions in Å:
C 2.247 -0.271 0.683  -0.23
C 2.003 1.056 -0.043  -0.57
C -0.053 -1.020 0.843  -0.11
C -2.660 0.591 -1.448  -0.82
N 1.286 -1.311 0.393  -0.61
N -0.667 0.003 0.063  -0.67
O -2.930 -0.877 0.742  -0.97
S 0.480 1.852 0.526  0.24
S -2.315 0.391 0.361  1.40
H 3.232 -0.647 0.392  0.20
H 2.242 -0.101 1.763  0.20
H 2.815 1.753 0.166  0.24
H 1.917 0.907 -1.120  0.22
H -0.676 -1.917 0.713  0.23
H -0.018 -0.794 1.919  0.18
H -2.745 1.651 -1.662  0.23
H -3.592 0.084 -1.673  0.24
H -1.848 0.149 -2.013  0.24
H 1.281 -1.499 -0.606  0.36

Lowest unoccupied orbital energy (spin up / spin down) in eV: -0.8 / -0.8
Frontier orbital gap (spin up / spin down) in eV: 7.85 / 7.85
Energy relative to the best compared isomer or geometry (same formula, charge and spin) in kcal/mol: 12.4